Molecular formula: C41H108N8O12
Method: DFT, wB97M-V/def2-TZVPD

The geometry in XYZ format:
```
169
Properties=species:S:1:pos:R:3:forces:R:3:mulliken_charge:R:1
C 3.799 -5.044 -5.315 -0.54 -0.61 -0.01 -0.710
O 5.051 -4.517 -5.518 1.29 2.14 -0.88 -0.290
C 4.927 -3.086 -5.784 2.38 -0.65 -0.22 -0.701
C 6.240 -2.450 -6.400 0.11 -1.03 0.09 0.373
C 6.592 -2.958 -7.807 -0.23 -0.64 0.21 -1.443
N 7.434 -2.658 -5.556 -0.24 0.16 -0.28 -0.692
H 3.175 -4.816 -6.179 -0.35 -0.41 -0.19 0.310
H 3.292 -4.618 -4.450 -0.03 0.00 0.36 0.276
H 3.967 -6.113 -5.181 -0.49 -0.03 -0.02 0.241
H 4.126 -2.908 -6.502 -0.43 0.14 0.42 0.413
H 4.876 -2.632 -4.794 -0.91 0.42 -0.09 0.332
H 6.057 -1.379 -6.484 -0.14 0.13 0.26 0.295
H 7.569 -2.626 -8.156 -0.09 0.34 0.20 0.372
H 5.845 -2.725 -8.566 -0.09 0.21 0.13 0.373
H 6.654 -4.046 -7.776 -0.04 -0.18 0.03 0.316
H 7.239 -2.568 -4.569 -0.21 0.20 0.12 0.254
H 7.765 -3.606 -5.668 0.00 -0.19 -0.13 0.281
C 7.730 8.635 -2.085 -0.61 -0.45 -0.18 -0.721
O 6.493 7.959 -2.317 0.11 0.01 -0.36 -0.304
C 6.333 7.446 -3.644 1.35 0.41 0.25 -0.794
C 4.986 6.856 -3.798 -0.98 -1.52 1.30 0.530
C 4.712 5.462 -3.051 0.28 1.82 0.08 -1.286
N 4.632 6.724 -5.163 -0.49 -0.01 -1.79 -0.686
H 7.792 8.932 -1.038 -0.20 -0.29 0.03 0.239
H 7.790 9.559 -2.661 0.13 -0.04 -0.35 0.289
H 8.542 7.946 -2.318 0.32 0.20 -0.06 0.305
H 6.516 8.183 -4.426 -0.50 0.83 0.15 0.439
H 7.111 6.739 -3.933 0.33 -0.71 0.61 0.356
H 4.279 7.610 -3.452 -0.04 -0.12 0.71 0.134
H 3.655 5.241 -3.198 -0.03 -0.12 0.04 0.373
H 4.890 5.569 -1.981 0.03 -0.11 0.05 0.338
H 5.302 4.630 -3.435 0.16 0.19 -0.18 0.304
H 3.766 6.205 -5.174 -0.18 0.06 -0.44 0.245
H 5.276 6.202 -5.740 0.31 -0.16 0.15 0.238
C 0.324 -2.788 10.403 -0.18 -0.39 1.43 -0.803
O -0.247 -1.796 9.616 0.08 -0.05 -0.50 -0.268
C 0.497 -0.608 9.575 -0.52 1.01 0.61 -0.707
C -0.311 0.449 8.826 1.47 -0.37 -1.74 0.449
C -0.632 -0.091 7.420 0.12 0.22 -0.32 -1.339
N 0.574 1.643 8.556 -0.92 -1.00 0.55 -0.743
H 1.202 -3.311 10.023 -0.01 0.08 -0.67 0.305
H -0.450 -3.503 10.679 -0.01 -0.17 -0.44 0.263
H 0.637 -2.391 11.369 0.16 0.36 0.24 0.323
H 0.613 -0.199 10.579 0.16 -0.20 0.58 0.340
H 1.512 -0.725 9.197 -0.01 -0.15 -0.54 0.355
H -1.198 0.736 9.390 -0.13 -0.26 0.02 0.270
H -0.998 -1.116 7.361 -0.45 0.26 0.36 0.309
H 0.274 -0.106 6.816 0.40 0.05 0.29 0.386
H -1.259 0.609 6.867 -0.48 -0.15 0.11 0.353
H -0.044 2.247 8.033 0.21 0.51 -0.21 0.265
H 0.739 2.113 9.435 0.12 0.26 0.21 0.244
C -1.069 6.969 1.034 -1.32 0.81 -0.34 -0.788
O -2.411 6.428 1.242 1.00 -0.22 0.38 -0.297
C -2.813 5.446 0.265 1.00 0.67 -0.43 -0.636
C -4.183 4.858 0.565 0.51 0.38 -0.01 0.218
C -4.759 3.957 -0.550 1.56 0.72 0.03 -1.268
N -5.090 5.947 0.806 -0.92 -0.09 0.70 -0.710
H -0.184 6.343 1.148 -0.46 -0.74 0.15 0.295
H -0.948 7.824 1.699 -0.26 -0.28 0.40 0.282
H -1.017 7.442 0.053 -0.03 -0.27 -0.41 0.319
H -2.866 6.003 -0.670 0.35 -0.34 -0.63 0.356
H -2.062 4.658 0.314 0.20 -0.14 -0.70 0.336
H -3.865 4.288 1.439 -1.36 -0.26 0.61 0.304
H -5.777 3.595 -0.403 0.36 -0.19 0.49 0.350
H -3.986 3.207 -0.715 -0.51 -0.66 -0.08 0.338
H -4.775 4.512 -1.488 -0.07 0.31 -0.08 0.302
H -4.754 6.546 1.546 0.10 0.08 0.03 0.319
H -5.119 6.503 -0.038 -0.14 0.21 -0.11 0.280
C -7.426 -2.168 4.575 0.75 -1.57 -0.69 -0.774
O -6.765 -3.435 4.835 -0.51 1.76 -2.12 -0.271
C -6.553 -3.676 6.147 0.00 -0.23 1.70 -0.580
C -5.738 -4.916 6.250 1.17 -2.23 0.34 0.535
C -6.532 -6.172 5.895 -0.34 1.08 -0.77 -1.422
N -5.108 -5.072 7.571 -0.10 0.43 0.12 -0.781
H -8.478 -2.265 4.842 -0.04 0.35 0.11 0.301
H -7.300 -2.071 3.496 -0.39 0.26 0.03 0.241
H -6.915 -1.326 5.042 -0.09 -0.07 0.35 0.314
H -6.058 -2.856 6.667 0.28 0.33 0.02 0.317
H -7.500 -3.831 6.664 -0.33 -0.06 0.39 0.295
H -4.908 -4.935 5.543 -0.13 0.69 -0.62 0.234
H -5.928 -7.079 5.919 -0.19 -0.02 0.41 0.420
H -6.811 -6.017 4.853 -0.19 -0.25 -0.14 0.325
H -7.468 -6.186 6.453 0.16 -0.53 0.29 0.319
H -4.286 -4.487 7.525 0.15 0.41 0.48 0.259
H -4.699 -5.995 7.615 -0.21 -0.35 0.09 0.268
C -7.309 11.896 -8.054 0.55 -0.22 0.50 -0.767
O -6.089 11.277 -8.428 0.09 0.78 0.05 -0.316
C -6.075 9.875 -8.465 0.46 0.24 0.23 -0.703
C -4.601 9.374 -8.521 -1.86 0.28 0.12 -0.477
N -4.045 9.275 -7.160 -0.36 -0.38 -1.02 -0.398
C -2.951 8.309 -7.072 0.46 -0.30 0.42 -0.514
C -3.435 6.853 -7.194 0.35 -0.31 -0.06 -0.429
O -2.348 5.876 -7.066 -0.57 1.70 0.07 -0.311
C -2.680 4.511 -7.231 -0.35 0.67 0.58 -0.687
H -8.206 11.469 -8.501 0.11 0.26 -0.99 0.307
H -7.102 12.953 -8.224 -0.70 -0.06 -0.24 0.251
H -7.566 11.773 -7.002 0.56 -0.07 0.54 0.314
H -6.652 9.562 -9.335 -0.04 -0.35 -0.19 0.365
H -6.559 9.538 -7.548 0.05 -0.60 0.05 0.349
H -4.028 10.071 -9.132 0.03 0.02 -0.24 0.341
H -4.679 8.431 -9.063 0.45 -0.18 0.31 0.425
H -3.656 10.199 -7.038 0.13 0.00 0.67 0.253
H -2.496 8.482 -6.097 0.25 -0.22 -0.04 0.325
H -2.215 8.498 -7.853 0.39 -0.13 -0.08 0.289
H -3.925 6.816 -8.167 0.15 -0.66 -0.28 0.259
H -4.229 6.682 -6.467 0.09 -0.22 0.34 0.313
H -3.469 4.220 -6.538 -0.55 0.04 -0.16 0.287
H -1.837 3.919 -6.874 0.28 0.14 -0.59 0.251
H -2.963 4.332 -8.269 0.04 -0.43 0.00 0.273
C 14.050 -1.059 8.302 -1.04 -0.85 0.17 -0.742
O 13.487 -2.099 7.513 0.59 -0.43 -0.83 -0.305
C 13.638 -3.421 8.015 -0.88 -0.41 -0.02 -0.418
C 12.957 -4.461 7.031 -0.54 0.59 0.82 -0.850
N 11.499 -4.328 6.880 1.00 1.26 -0.65 -0.304
C 10.632 -4.680 7.955 -0.73 -0.85 -0.17 -0.467
C 9.189 -4.572 7.510 0.05 -0.30 0.92 -0.720
O 8.869 -3.236 7.190 -0.17 -0.14 0.07 -0.301
C 7.624 -3.176 6.537 0.01 0.22 -0.67 -0.769
H 13.508 -0.998 9.246 -0.18 0.06 0.31 0.319
H 13.827 -0.146 7.750 0.65 0.01 0.08 0.237
H 15.084 -1.264 8.577 0.29 0.33 -0.47 0.293
H 13.189 -3.373 9.007 -0.55 -0.65 0.22 0.328
H 14.656 -3.742 8.241 0.56 0.32 -0.53 0.426
H 13.137 -5.503 7.295 0.34 0.08 0.55 0.420
H 13.382 -4.372 6.030 0.15 0.38 0.05 0.317
H 11.343 -3.352 6.671 -0.23 0.19 -0.35 0.263
H 10.683 -4.131 8.895 0.63 0.12 0.25 0.266
H 10.770 -5.753 8.092 0.13 -0.10 0.70 0.320
H 8.559 -4.896 8.338 -0.19 0.04 0.43 0.422
H 8.995 -5.342 6.763 -0.03 0.52 -0.93 0.399
H 6.778 -3.590 7.087 0.17 -0.51 0.34 0.292
H 7.775 -3.701 5.594 -0.59 -0.05 -0.26 0.333
H 7.310 -2.151 6.338 0.56 0.16 -0.01 0.244
C -6.011 -8.502 -6.667 0.59 -0.49 0.21 -0.765
O -6.674 -7.812 -5.645 -0.05 1.41 0.34 -0.263
C -6.270 -6.437 -5.565 0.57 0.51 -0.65 -0.749
C -7.067 -5.623 -4.585 -0.81 -1.08 0.35 -0.392
N -6.799 -6.144 -3.274 1.05 -0.50 0.95 -0.352
C -7.629 -5.735 -2.177 -1.02 -1.06 0.01 -0.887
C -9.063 -6.289 -2.312 -0.38 0.89 0.52 -0.529
O -9.250 -7.713 -2.262 0.47 0.67 0.08 -0.319
C -10.607 -8.045 -2.511 0.01 0.56 -0.89 -0.763
H -5.990 -7.973 -7.620 -0.61 0.00 -0.21 0.305
H -6.450 -9.499 -6.709 -0.21 0.20 -0.38 0.231
H -4.955 -8.671 -6.455 0.31 0.11 0.42 0.315
H -6.354 -5.930 -6.526 -0.22 -0.28 -0.50 0.457
H -5.221 -6.316 -5.295 0.32 -0.52 0.16 0.345
H -8.112 -5.779 -4.852 -0.44 0.34 -0.24 0.256
H -6.839 -4.558 -4.620 0.18 -0.03 -0.24 0.356
H -6.884 -7.150 -3.299 0.28 -0.25 -0.27 0.287
H -7.669 -4.647 -2.113 -0.23 0.08 -0.04 0.381
H -7.256 -6.097 -1.220 0.49 -0.03 -0.07 0.364
H -9.455 -5.834 -3.221 -0.40 -0.45 -0.38 0.356
H -9.621 -5.823 -1.499 -0.38 -0.07 0.26 0.469
H -11.310 -7.514 -1.870 0.10 -0.09 0.50 0.312
H -10.802 -9.117 -2.507 0.48 0.05 0.42 0.266
H -10.860 -7.709 -3.517 -0.08 0.04 -0.33 0.321
C -0.777 -3.537 1.005 0.02 0.06 0.15 -1.118
C -0.836 -2.276 0.186 -0.98 0.50 -1.07 0.451
C 0.518 -1.580 -0.089 -1.21 -0.22 -0.13 -1.199
O -1.423 -2.589 -1.107 1.05 0.65 -0.54 -0.564
H -0.887 -3.269 2.056 0.71 -0.32 0.18 0.287
H 0.123 -4.076 0.708 0.18 -0.10 0.63 0.284
H -1.600 -4.225 0.808 -0.23 0.24 -0.23 0.370
H -1.473 -1.519 0.644 -0.25 -0.06 0.30 0.225
H 1.161 -2.347 -0.521 0.50 0.44 0.13 0.308
H 0.895 -1.032 0.775 0.29 -0.81 0.41 0.344
H 0.362 -0.739 -0.765 -0.13 -0.38 -0.56 0.318
H -2.242 -3.090 -1.100 0.06 0.00 0.72 0.295
```
Positions in Å, forces in eV/Å.

## Properties
* HOMO: -8.6 eV
* energy above the lowest of the compared OMol25 structures with the same formula, charge and spin: 5.1987 eV
* electronic energy: -2967.44957 a.u.
* HOMO-LUMO gap: 8.90 eV
* F_max: 0.05460 Eh/bohr